## i
Below is a cluster of 4 separate species, CH12N2O3 in total, with properties calculated with ωB97M-V with the def2-TZVPD basis set.

For the frontier orbital gap, the calculation gives 8.96 eV. Its spin multiplicity is 1.

Atoms and positions in Å:
N1 1.49717 -1.48921 -0.13962
C1 1.60965 -0.56256 -1.25616
N2 0.57602 -0.61375 -2.27534
H1 0.84135 -1.09999 0.53096
H2 1.01848 -2.32029 -0.46123
H3 1.67892 0.47214 -0.91272
H4 2.55783 -0.76605 -1.76138
H5 0.84579 -1.04356 -3.14645
H6 -0.32821 -0.93785 -1.93789
O1 -2.33723 1.07997 1.61024
H7 -3.07560 1.46814 2.11918
H8 -1.78123 1.87299 1.47876
O2 1.37935 2.35554 1.91793
H9 2.14713 2.87040 1.66982
H10 1.67775 1.53490 2.32587
O3 -2.58866 -1.07316 -0.26052
H11 -2.46247 -0.23979 0.21338
H12 -3.25602 -1.50787 0.28515



## ii
Below is a cluster of 4 separate species, CH12N2O3 in total, with properties calculated with ωB97M-V with the def2-TZVPD basis set.

For the frontier orbital gap, the calculation gives 9.81 eV. Its spin multiplicity is 1.

Atoms and positions in Å:
N1 -0.91794 1.00565 -0.29121
C1 0.13502 1.24305 0.81752
N2 1.27775 0.38941 0.89912
H1 -1.31830 0.00715 -0.17927
H2 -0.39676 0.79054 -1.19878
H3 -0.29798 1.24788 1.82159
H4 0.47681 2.27433 0.74424
H5 1.54628 0.14821 -0.07488
H6 2.14057 0.39363 1.42375
O1 -0.38557 -2.66789 -2.56446
H7 -0.88992 -1.89648 -2.50406
H8 -0.14240 -2.92272 -3.45190
O2 -2.82535 3.09946 -1.17562
H9 -2.06929 2.57626 -0.96502
H10 -3.31169 3.13101 -0.33670
O3 2.74701 -2.64731 2.63130
H11 1.96535 -3.16240 2.59640
H12 2.67988 -2.08525 1.83441



What should be chosen as the least stable of them? Choose ii.



## i
Below is the ion C4H8N with charge +1, with properties calculated with ωB97M-V with the def2-TZVPD basis set.

For the frontier orbital gap, the calculation gives 7.73 eV. Its spin multiplicity is 1. The net charge is +1.

Atoms and positions in Å:
C1 0.67987 0.47919 1.16361
C2 0.21716 0.36444 -0.14051
C3 0.62025 1.34751 -1.23099
C4 -1.14864 -1.54973 0.32758
N1 -0.41908 -0.70998 -0.60558
H1 0.43089 -0.31831 1.85702
H2 0.83989 2.32499 -0.81241
H3 1.47772 1.15326 1.44774
H4 -0.21464 1.42117 -1.92472
H5 1.44045 0.87059 -1.76848
H6 -1.58989 -0.99907 1.15528
H7 -0.42563 -2.27145 0.73993
H8 -1.90834 -2.11261 -0.20847



## ii
Below is the ion C4H8N with charge +1, with properties calculated with ωB97M-V with the def2-TZVPD basis set.

For the frontier orbital gap, the calculation gives 8.49 eV. Its spin multiplicity is 1. The net charge is +1.

Atoms and positions in Å:
C1 -0.05766 -0.02735 -0.34484
C2 1.31059 0.46777 -1.06821
C3 1.27521 -0.99374 -0.96152
C4 -1.24854 0.31350 1.61474
N1 -0.15038 0.30526 0.86036
H1 -0.94200 -0.26646 -0.87625
H2 1.02944 1.09372 -1.82221
H3 2.20073 1.00942 -0.56169
H4 1.62164 -1.53877 -0.19930
H5 0.87726 -1.62508 -1.74231
H6 -1.76867 1.38284 1.54607
H7 -1.24293 0.06648 2.72255
H8 -2.22502 -0.25000 1.19257



What should be chosen as the least stable of them? Choose ii.



## i
Below is the ion C4H8N with charge +1, with properties calculated with ωB97M-V with the def2-TZVPD basis set.

For the frontier orbital gap, the calculation gives 9.10 eV. Its spin multiplicity is 1. The net charge is +1.

Atoms and positions in Å:
C1 -0.39181 2.08744 1.58798
N1 -0.47332 0.90675 1.11086
C2 -0.02736 0.40515 -0.14948
C3 -0.00186 -0.91415 -0.32747
C4 0.34444 -1.62542 -1.59405
H1 -0.40382 2.25920 2.65695
H2 -0.10160 2.88456 0.91448
H3 -0.40101 0.08842 1.72169
H4 0.57610 1.07653 -0.75119
H5 -0.22310 -1.57173 0.51930
H6 1.13386 -2.37248 -1.47408
H7 0.46381 -0.92175 -2.41222
H8 -0.49434 -2.30251 -1.80278



## ii
Below is the ion C4H8N with charge +1, with properties calculated with ωB97M-V with the def2-TZVPD basis set.

For the frontier orbital gap, the calculation gives 8.75 eV. Its spin multiplicity is 1. The net charge is +1.

Atoms and positions in Å:
C1 0.24934 0.00802 -0.06620
C2 0.27134 -1.60747 -0.14423
C3 0.45912 -1.17665 -1.45883
C4 -0.77464 1.84183 1.00309
N1 -0.82280 0.58000 0.42263
H1 1.17463 0.49669 -0.01007
H2 1.05051 -2.21516 0.41017
H3 -0.67350 -1.88841 0.11302
H4 -0.37411 -1.32815 -2.09433
H5 1.52318 -0.90079 -1.79460
H6 -0.89483 1.67206 2.10348
H7 -1.52473 2.34405 0.56271
H8 0.33646 2.17397 0.95315



## iii
Below is the ion C4H8N with charge +1, with properties calculated with ωB97M-V with the def2-TZVPD basis set.

For the frontier orbital gap, the calculation gives 9.50 eV. Its spin multiplicity is 1. The net charge is +1.

Atoms and positions in Å:
C1 2.27727 0.32660 -0.53721
C2 1.01483 -0.17615 -0.35948
N1 -0.42630 0.13181 0.16716
C3 -0.61999 1.17327 0.91724
C4 -1.50223 -0.73470 -0.27204
H1 2.69393 1.29534 -0.22300
H2 2.97829 -0.31451 -0.96911
H3 0.91713 -1.16201 -0.79298
H4 -1.62676 1.35418 1.25058
H5 0.39871 1.53402 1.36372
H6 -1.12047 -1.64936 -0.64172
H7 -2.05506 -0.75393 0.59735
H8 -2.14401 -0.17879 -1.08471



What should be chosen as the least stable of them? Choose ii.



## i
Below is a cluster of 2 separate species, C3H2N4 in total, with properties calculated with ωB97M-V with the def2-TZVPD basis set.

For the frontier orbital gap, the calculation gives 11.22 eV. Its spin multiplicity is 1.

Atoms and positions in Å:
N1 0.02485 -2.96107 1.07712
C1 -0.24041 -2.08463 0.38236
N2 -0.34583 -1.11540 -0.49046
C2 -0.97218 -0.17566 -0.87156
N3 -1.63774 0.61277 -1.47880
H1 -1.61126 1.41253 -1.95807
C3 1.59790 -0.34715 1.27868
N4 1.28698 0.75693 1.22595
H2 1.73249 -1.36806 1.17973



## ii
Below is the molecule C3H2N4, with properties calculated with ωB97M-V with the def2-TZVPD basis set.

For the frontier orbital gap, the calculation gives 10.96 eV. Its spin multiplicity is 1.

Atoms and positions in Å:
N1 3.13688 0.10407 0.01677
C1 1.98265 0.16164 0.06059
C2 0.55153 0.16948 0.09287
C3 -0.32288 -0.83350 -0.21029
N2 -1.58062 -0.32734 0.09264
N3 -1.36656 0.97749 0.55774
N4 -0.14651 1.28614 0.48381
H1 -0.11992 -1.84634 -0.54460
H2 -2.13457 0.30836 -0.54953



What should be chosen as the least stable of them? Choose ii.



## i
Below is a cluster of 2 separate species, CH2N2O2Si in total, with properties calculated with ωB97M-V with the def2-TZVPD basis set.

For the frontier orbital gap (alpha / beta), the calculation gives 8.05 / 7.95 eV. Its spin multiplicity is 1.

Atoms and positions in Å:
C1 1.31263 -0.58256 2.80378
N1 2.13052 -0.11148 2.15434
N2 0.72822 0.02602 -1.22013
O1 0.48393 -1.14918 -1.48824
O2 -0.68361 2.37831 -2.40024
Si1 0.46963 1.66651 -1.75464
H1 2.75475 0.42199 1.43648
H2 1.87882 1.79958 -1.46303



## ii
Below is a cluster of 2 separate species, CH2N2O2Si in total, with properties calculated with ωB97M-V with the def2-TZVPD basis set.

For the frontier orbital gap (alpha / beta), the calculation gives 8.19 / 8.19 eV. Its spin multiplicity is 1.

Atoms and positions in Å:
C1 -2.18936 -1.56498 -0.18744
N1 -3.07594 -2.15231 0.16706
N2 1.16397 -1.51845 0.05671
O1 1.45898 -1.90593 -1.05948
O2 1.36090 -2.09677 1.06275
Si1 0.19022 0.01647 -0.05022
H1 -0.06867 0.60399 1.35738
H2 0.17274 0.37261 -1.36065



What should be chosen as the least stable of them? Choose ii.



## i
Below is the molecule C3H2N4O, with properties calculated with ωB97M-V with the def2-TZVPD basis set.

For the frontier orbital gap, the calculation gives 10.43 eV. Its spin multiplicity is 1.

Atoms and positions in Å:
N1 -3.67488 -0.45255 0.15758
C1 -2.57839 -0.21535 0.06642
C2 -1.16465 0.11887 -0.13941
N2 -0.54722 1.30479 0.03510
N3 0.75319 1.00425 0.05077
C3 1.06008 -0.30449 -0.20073
O1 2.35833 -0.62495 0.25690
N4 -0.13325 -0.98547 -0.16935
H1 1.50713 1.77997 -0.10414
H2 2.41964 -1.62506 0.04687



## ii
Below is the molecule C3H2N4O, with properties calculated with ωB97M-V with the def2-TZVPD basis set.

For the frontier orbital gap, the calculation gives 8.53 eV. Its spin multiplicity is 1.

Atoms and positions in Å:
O1 -2.07010 -0.64572 0.84591
C1 -1.12722 0.12994 0.60744
C2 -0.53977 0.02476 -0.88629
C3 0.68509 -0.33778 -1.02263
N1 1.37648 -0.97709 0.13946
N2 1.21996 -0.51303 1.26725
N3 0.73898 0.93136 1.46517
N4 -0.45738 1.29728 1.29197
H1 -1.16928 0.54164 -1.80242
H2 1.34324 -0.45136 -1.90586



## iii
Below is a structure of composition C3H2N4O, with properties calculated with ωB97M-V with the def2-TZVPD basis set.

For the frontier orbital gap, the calculation gives 10.25 eV. Its spin multiplicity is 1.

Atoms and positions in Å:
C1 0.71283 -1.38925 -1.03166
C2 0.77084 0.30535 0.08344
C3 -1.18373 0.94088 0.76137
H1 0.91226 -2.22797 -1.72637
H2 -2.28417 0.92911 1.12791
N1 1.56916 -0.66149 -0.45539
N2 0.96397 1.40634 0.79383
N3 -0.27930 1.76462 1.23005
N4 -0.52444 -0.00017 0.02311
O1 -0.65742 -1.06741 -0.80629



## iv
Below is the molecule C3H2N4O, with properties calculated with ωB97M-V with the def2-TZVPD basis set.

For the frontier orbital gap, the calculation gives 8.21 eV. Its spin multiplicity is 1.

Atoms and positions in Å:
O1 -1.84025 0.22837 0.88997
C1 -1.07249 0.23350 -0.01077
N1 -0.37958 1.31795 -0.53457
C2 0.91572 1.36337 -0.29401
C3 1.60724 0.27748 0.37695
N2 1.18868 -1.02595 0.49524
N3 0.27928 -1.55940 -0.32583
N4 -0.76670 -1.01523 -0.79188
H1 1.28706 2.40485 -0.42158
H2 2.48038 0.50046 0.96819



What should be chosen as the least stable of them? Choose ii.